[1]
Computed, not measured: a structure of composition C9H11ClN2O3, with ωB97M-V/def2-TZVPD.

The geometry in ORCA input format:
```
! RIJCOSX wB97M-V def2-TZVPD def2/J DEFGRID3
* xyz 0 1
C -1.0369 2.2618 0.3679
C -0.2598 -0.7678 -1.6629
C -0.9532 0.2486 -1.1013
C 1.8763 -0.4130 -0.7066
C -0.4852 0.8688 0.1393
C 1.0900 1.1553 0.0879
C 3.2744 -0.5873 -0.2784
C -2.4321 0.5198 -1.4847
C -0.9666 0.1652 1.3959
N -1.2935 3.3871 0.3130
N 1.0830 -1.1432 -1.3598
O 1.6416 1.3130 1.3160
O -3.2942 -0.5295 -1.3126
O -2.4086 0.0768 1.4159
Cl 1.5250 2.4858 -1.0110
H -0.5047 -1.4377 -2.5028
H 3.2527 -0.4793 0.8226
H 3.8547 0.3811 -0.5447
H 3.6417 -1.5192 -0.7445
H -2.5493 0.8373 -2.5916
H -2.8076 1.4782 -0.8885
H -0.5813 0.6306 2.4226
H -0.4339 -0.8802 1.4213
H 1.5055 2.2213 1.5672
H -3.4817 -0.5892 -0.3766
H -2.7597 -0.5088 2.1570
*
```

The value obtained for the energy above the lowest of the compared OMol25 structures with the same formula, charge and spin is 376.4 kJ/mol. For the frontier orbital gap, the calculation gives 0.33949 Eh. The LUMO energy comes out at 0.1 eV.

These are the natural (NBO) partial charges, in e, on atoms 1 to 5: number 1, C, carries 0.279; number 2, C, carries 0.020; number 3, C, carries -0.055; number 4, C, carries 0.416; number 5, C, carries -0.290

***

[2]
Computed, not measured: the molecule C6H12O, with ωB97M-V/def2-TZVPD.

The geometry in ORCA input format:
```
! RIJCOSX wB97M-V def2-TZVPD def2/J DEFGRID3
* xyz 0 1
C 2.8251 -0.7367 0.2684
C 1.9085 0.3227 -0.4005
C 0.7228 0.7034 0.4750
C -0.3025 -0.3705 0.9086
C -1.2034 -0.9520 -0.1654
C -2.3063 0.0005 -0.5174
O -2.2937 1.1978 -0.6173
H 3.6263 -0.7703 -0.4649
H 3.2566 -0.2685 1.1618
H 2.2317 -1.5919 0.5606
H 2.4543 1.2481 -0.5953
H 1.5744 -0.0259 -1.3747
H 0.9391 1.5716 1.1836
H 0.0806 1.2987 -0.2400
H 0.4575 -1.1029 1.2621
H -0.9075 -0.0441 1.7770
H -1.5632 -1.9044 0.2354
H -0.5920 -1.2202 -1.0586
H -3.2158 -0.4954 -1.0006
*
```

The value obtained for the energy above the lowest of the compared OMol25 structures with the same formula, charge and spin is 158.8 kJ/mol. As for the structure (SMILES): CCCCCC=O. For the frontier orbital gap, the calculation gives 0.38260 Eh. The LUMO energy comes out at 0.9 eV.

These are the natural (NBO) partial charges, in e, on atoms 1 to 5: number 1, C, carries -0.626; number 2, C, carries -0.390; number 3, C, carries -0.429; number 4, C, carries -0.406; number 5, C, carries -0.531

***

[3]
Computed, not measured: a cluster of 2 separate species, C6H15N3 in total, with ωB97M-V/def2-TZVPD.

The geometry in ORCA input format:
```
! RIJCOSX wB97M-V def2-TZVPD def2/J DEFGRID3
* xyz 0 1
C -0.3364 0.5585 2.1662
C -0.5780 0.9771 0.9192
C -1.9101 0.7718 0.2555
N 0.3155 1.7151 0.1367
C 1.5121 2.2668 0.7323
H 0.5990 0.7193 2.6710
H -1.0759 -0.0138 2.6976
H -1.7735 0.2385 -0.6846
H -2.3882 1.7306 0.0508
H -2.5723 0.1846 0.8849
H -0.1336 2.3318 -0.5255
H 2.0716 2.8113 -0.0259
H 2.1373 1.4497 1.0949
H 1.3046 2.9316 1.5796
N 0.5657 -2.0390 0.3214
C 0.8362 -1.2537 -0.8114
C 0.3082 -1.4318 -2.0371
N -0.5564 -2.4960 -2.3719
H 0.6971 -1.5325 1.1898
H -0.3334 -2.5018 0.3274
H 1.5654 -0.4676 -0.6876
H 0.6338 -0.8372 -2.8780
H -0.3917 -2.8577 -3.3008
H -0.4968 -3.2556 -1.7047
*
```

The value obtained for the energy above the lowest of the compared OMol25 structures with the same formula, charge and spin is 138.1 kJ/mol. As for the structure (SMILES): C=C(C)NC.N/C=C\N. For the frontier orbital gap, the calculation gives 0.29244 Eh. The LUMO energy comes out at 1.0 eV.

These are the natural (NBO) partial charges, in e, on atoms 1 to 5: number 1, C, carries -0.581; number 2, C, carries 0.227; number 3, C, carries -0.655; number 4, N, carries -0.611; number 5, C, carries -0.412

***

[4]
Computed, not measured: a cluster of 2 separate species, C18H29FN3O5 in total, with ωB97M-V/def2-TZVPD.

The geometry in ORCA input format:
```
! RIJCOSX wB97M-V def2-TZVPD def2/J DEFGRID3
* xyz 1 1
N -1.5668 5.1114 1.2629
C -1.0529 4.0991 0.2777
C -2.3134 3.4572 -0.4205
C -2.0288 2.1320 -1.2308
C -1.4135 0.9364 -0.3828
C -1.6865 0.8570 1.1605
C -3.1151 0.3125 1.5546
N -3.4510 0.5732 2.9839
N -2.0483 -0.2751 -1.0543
C -1.2134 -1.5138 -0.8631
O -1.3972 -2.2717 0.2934
C 0.2562 -0.9064 -1.1229
O 1.0709 -1.6076 -0.1809
C 1.6112 -2.7615 -0.7243
O 1.3155 -3.1955 -1.8138
C 2.6263 -3.6089 0.1100
C 3.9796 -3.8683 -0.3649
C 4.8582 -4.6964 0.4716
C 4.3144 -5.2287 1.7118
C 2.9525 -4.9810 2.2022
C 2.0879 -4.1423 1.3824
C 0.1083 0.6889 -0.8380
C 1.2527 1.3747 0.0069
C 2.6420 0.9593 -0.6174
O 3.5467 0.5301 -0.0075
F 2.7089 1.1361 -2.0099
H -1.0396 5.0178 2.1327
H -1.4893 6.0551 0.8866
H -0.4363 3.3812 0.8732
H -0.3798 4.6371 -0.4471
H -3.1780 3.3602 0.2978
H -2.6620 4.2190 -1.1809
H -3.0287 1.8057 -1.6587
H -1.4045 2.4059 -2.1337
H -1.5240 1.8123 1.7160
H -0.9374 0.1191 1.5817
H -3.9519 0.7540 0.9360
H -3.1642 -0.8050 1.4330
H -2.9640 1.4081 3.3185
H -3.1837 -0.2468 3.5291
H -1.8549 -0.0670 -2.0527
H -3.0739 -0.3486 -1.0636
H -1.4850 -2.1030 -1.7910
H -1.9300 -3.0533 0.0569
H 0.5462 -0.9088 -2.2018
H 4.3462 -3.4553 -1.3307
H 5.9126 -4.9138 0.1731
H 4.9563 -5.8843 2.3508
H 2.5758 -5.4127 3.1533
H 1.0427 -3.8952 1.6870
H 0.2820 1.1378 -1.8588
H 1.2029 2.4930 -0.1390
H 1.1963 1.1060 1.0953
O 0.2518 2.6475 -3.4535
H 0.2672 2.4767 -4.4036
H 1.0626 3.1466 -3.2930
*
```

The value obtained for the energy above the lowest of the compared OMol25 structures with the same formula, charge and spin is 196.6 kJ/mol. For the frontier orbital gap, the calculation gives 0.30794 Eh. The LUMO energy comes out at -3.0 eV.

These are the natural (NBO) partial charges, in e, on atoms 1 to 5: number 1, N, carries -0.849; number 2, C, carries -0.233; number 3, C, carries -0.421; number 4, C, carries -0.475; number 5, C, carries 0.202

***

[5]
Computed, not measured: a structure of composition C63H61AsCl5N4O3P2S2Sn, with ωB97M-V/def2-TZVPD.

The geometry in ORCA input format:
```
! RIJCOSX wB97M-V def2-TZVPD def2/J DEFGRID3
* xyz -2 2
Sn -0.0926 0.1172 0.8451
N -0.1819 -0.7513 3.4801
C -1.3050 -0.9538 4.2914
C -1.3985 -0.3656 5.5572
C -2.4889 -0.6083 6.3705
C -3.4935 -1.4777 5.9568
C -3.4114 -2.0497 4.6970
C -2.3511 -1.7682 3.8361
P -2.2442 -2.3951 2.1161
C -3.7784 -1.8044 1.2919
C -3.7935 -2.0239 -0.0892
C -4.9045 -1.6986 -0.8545
C -6.0053 -1.1055 -0.2520
C -5.9810 -0.8381 1.1099
C -4.8765 -1.1834 1.8787
C -2.6431 -4.1734 2.4214
C -3.5082 -4.9193 1.6241
C -3.6314 -6.2929 1.8011
C -2.8875 -6.9444 2.7734
C -2.0227 -6.2105 3.5750
C -1.8959 -4.8420 3.3967
H 0.1914 -1.6473 3.1467
H 0.5772 -0.2680 3.9438
H -0.5977 0.2817 5.8990
H -2.5454 -0.1376 7.3449
H -4.3278 -1.7067 6.6082
H -4.1755 -2.7462 4.3694
H -2.9164 -2.4652 -0.5578
H -4.9033 -1.8952 -1.9195
H -6.8741 -0.8437 -0.8432
H -6.8309 -0.3555 1.5782
H -4.8690 -0.9466 2.9345
H -4.0951 -4.4334 0.8558
H -4.3014 -6.8541 1.1608
H -2.9694 -8.0171 2.8979
H -1.4257 -6.7103 4.3294
H -1.1910 -4.2843 4.0040
C 3.2978 -3.9444 6.1979
C 4.0607 -3.9705 4.8893
O 3.9846 -2.6972 4.2398
P 2.9915 -2.4465 2.9843
S 2.9385 -0.4952 2.7033
S 1.3228 -3.5089 3.1456
O 3.8897 -3.1253 1.8233
C 3.3080 -3.1501 0.5006
C 4.4226 -3.1060 -0.5207
H 3.4413 -4.8859 6.7375
H 2.2349 -3.8116 5.9948
H 3.6434 -3.1181 6.8239
H 3.6654 -4.7513 4.2383
H 5.1215 -4.1606 5.0600
H 2.6405 -2.2966 0.3718
H 2.7062 -4.0551 0.3988
H 4.9612 -2.1586 -0.4507
H 4.0056 -3.2029 -1.5264
H 5.1265 -3.9250 -0.3493
Cl -1.0241 -4.1369 -0.6206
C 0.2570 -3.4521 -1.6191
C 0.6945 -2.1693 -1.3437
C 1.7088 -1.7421 -2.1711
Cl 2.5253 -0.2254 -1.7525
C 2.2010 -2.4427 -3.2701
Cl 3.4340 -1.7837 -4.3015
C 1.6922 -3.7127 -3.5292
Cl 2.2652 -4.6289 -4.8817
C 0.7298 -4.2389 -2.6700
Cl 0.1240 -5.8447 -2.9614
C 6.5640 1.3957 1.0727
C 5.9349 2.5007 0.2620
C 6.1967 3.8391 0.5279
C 5.5845 4.8522 -0.2021
C 4.6974 4.5442 -1.2246
N 4.0493 5.5971 -1.9158
C 2.7874 5.6763 -2.4948
O 2.5899 6.4818 -3.3822
N 1.7812 4.8585 -2.0193
C 1.6825 4.2613 -0.7491
C 2.0686 4.9223 0.4054
C 2.0274 4.2406 1.6063
C 1.5542 2.9417 1.6349
N 1.1013 2.3335 0.5428
C 1.1748 2.9743 -0.6217
C 4.4928 3.2080 -1.5559
C 5.0825 2.2066 -0.8007
H 6.8744 1.7608 2.0529
H 7.4484 0.9980 0.5679
H 5.8653 0.5696 1.2171
H 6.8719 4.1016 1.3356
H 5.7730 5.8935 0.0407
H 4.6044 6.4077 -2.1253
H 1.0397 4.6806 -2.6943
H 2.4070 5.9496 0.3590
H 2.3626 4.7168 2.5188
H 1.5326 2.3560 2.5492
H 0.8341 2.4448 -1.5033
H 3.8544 2.9501 -2.3956
H 4.8696 1.1702 -1.0388
C -1.6843 -2.6105 -5.8575
C -1.1988 -1.3844 -6.2981
C -0.9807 -0.3491 -5.3969
C -1.2521 -0.5297 -4.0443
C -1.7538 -1.7563 -3.6137
C -1.9683 -2.7956 -4.5103
As -0.8710 0.8387 -2.6790
C -2.4451 1.9667 -2.8457
C -3.6961 1.7339 -2.3213
C -4.7101 2.6960 -2.4208
C -4.4193 3.9276 -3.0380
C -3.1698 4.1917 -3.5599
C -2.1380 3.2115 -3.4917
C -0.8136 3.3277 -3.9786
C -0.2563 4.4203 -4.7139
C 1.0478 4.3790 -5.1475
C 1.8761 3.2636 -4.8855
C 1.3501 2.1780 -4.1710
C 0.0424 2.1938 -3.7250
H -1.8281 -3.4240 -6.5596
H -0.9750 -1.2391 -7.3490
H -0.5869 0.5996 -5.7415
H -1.9479 -1.9067 -2.5554
H -2.3242 -3.7559 -4.1526
H -3.9014 0.7944 -1.8212
H -5.6951 2.4992 -2.0112
H -5.1862 4.6945 -3.0900
H -2.9718 5.1590 -4.0101
H -0.8686 5.2870 -4.9398
H 1.4530 5.2230 -5.6950
H 2.9016 3.2444 -5.2345
H 1.9814 1.3195 -3.9734
C -3.7348 2.9797 1.9245
C -2.7680 2.2693 0.9721
C -2.0282 3.3076 0.1298
C -1.8220 1.3459 1.7483
H -4.4523 3.5969 1.3728
H -3.1766 3.6300 2.6083
H -4.2930 2.2547 2.5253
H -3.3706 1.6568 0.2929
H -1.3663 3.9127 0.7668
H -2.7263 3.9716 -0.3869
H -1.4177 2.8210 -0.6290
H -2.4406 0.6015 2.2603
H -1.3413 1.9268 2.5563
*
```

For the frontier orbital gap (alpha / beta), the calculation gives 0.12458 / 0.22762 Eh. As for the expectation value of S²: 0.78. The LUMO energy (alpha / beta) comes out at 3.8 / 3.8 eV.

These are the Löwdin partial charges, in e, on atoms 1 to 5: number 1, Sn, carries 1.136; number 2, N, carries -0.054; number 3, C, carries -0.330; number 4, C, carries -0.030; number 5, C, carries -0.100

***

no.,calculated total energy (Eh)
1,-1144.8372
2,-310.9988
3,-401.8347
4,-1343.3054
5,-9112.3409